C4H9B | wB97M-V/def2-TZVPD

Calculated values
energy above the lowest of the compared OMol25 structures with the same formula, charge and spin = 50.11 kJ/mol
maximum force = 0.080 hartree/bohr
structure (SMILES) = C=CB(C)C
lowest unoccupied orbital energy = 0.64 eV
orbital gap = 10.210 eV
E_HOMO = -9.57 eV
electronic energy = -4968.7715 eV

The geometry in ORCA input format:
```
! RIJCOSX wB97M-V def2-TZVPD def2/J DEFGRID3
* xyz 0 1
C 0.517 2.206 0.202
C -0.148 1.192 -0.333
B -0.093 -0.378 -0.017
C -0.826 -1.043 1.259
C 0.560 -1.148 -1.271
H 0.294 3.241 -0.015
H 1.057 2.163 1.080
H -0.603 1.394 -1.345
H -0.428 -2.058 1.460
H -1.868 -1.159 1.312
H -0.511 -0.483 2.036
H 1.526 -1.337 -0.872
H 0.484 -0.486 -2.073
H 0.039 -2.104 -1.422
*
```

C4H9BO2 | wB97M-V/def2-TZVPD

Calculated values
energy above the lowest of the compared OMol25 structures with the same formula, charge and spin = 448.66 kJ/mol
maximum force = 0.090 hartree/bohr
structure (SMILES) = BC(=O)OC(C)C
lowest unoccupied orbital energy = -0.49 eV
orbital gap = 9.852 eV
E_HOMO = -10.34 eV
electronic energy = -9062.9195 eV

The geometry in ORCA input format:
```
! RIJCOSX wB97M-V def2-TZVPD def2/J DEFGRID3
* xyz 0 1
B 1.675 0.238 2.398
C 1.450 -0.583 1.138
O 2.100 -1.327 0.443
O 0.104 -0.053 0.663
C -0.427 -0.322 -0.619
C -1.977 -0.397 -0.374
C 0.031 0.692 -1.662
H 1.940 1.294 2.018
H 1.661 0.004 3.590
H 0.031 -1.446 -0.899
H -2.208 -1.282 0.083
H -2.343 0.488 0.322
H -2.394 -0.181 -1.346
H 0.944 1.086 -1.280
H -0.661 1.595 -1.813
H 0.075 0.192 -2.661
*
```

C4H9BO4 | wB97M-V/def2-TZVPD

Calculated values
energy above the lowest of the compared OMol25 structures with the same formula, charge and spin = 0.00 kJ/mol
maximum force = 0.022 hartree/bohr
structure (SMILES) = CCB(O)OC(=O)OC
lowest unoccupied orbital energy = 0.42 eV
orbital gap = 11.124 eV
E_HOMO = -10.71 eV
electronic energy = -13162.3891 eV

The geometry in ORCA input format:
```
! RIJCOSX wB97M-V def2-TZVPD def2/J DEFGRID3
* xyz 0 1
C -1.785 1.278 -1.060
C -0.300 1.013 -1.352
B 0.158 -0.440 -0.999
O -0.647 -1.545 -1.158
O 1.476 -0.647 -0.534
C 1.716 -1.310 0.607
O 2.699 -1.923 0.828
O 0.635 -1.261 1.447
C 0.689 -0.191 2.398
H -1.959 1.374 0.015
H -2.408 0.460 -1.426
H -2.124 2.200 -1.535
H 0.339 1.735 -0.834
H -0.109 1.169 -2.424
H -0.448 -2.117 -1.905
H 1.649 -0.203 2.920
H -0.118 -0.371 3.102
H 0.537 0.778 1.909
*
```

C4H9BrN2S | wB97M-V/def2-TZVPD

Calculated values
energy above the lowest of the compared OMol25 structures with the same formula, charge and spin = 70.92 kJ/mol
maximum force = 0.121 hartree/bohr
structure (SMILES) = [H]/N=C/S[C@@H](C)N(C)Br
lowest unoccupied orbital energy = -0.11 eV
orbital gap = 8.734 eV
E_HOMO = -8.85 eV
electronic energy = -88149.1339 eV

The geometry in ORCA input format:
```
! RIJCOSX wB97M-V def2-TZVPD def2/J DEFGRID3
* xyz 0 1
H 2.656 -2.588 -2.187
N 2.230 -1.718 -2.132
C 1.784 -1.241 -1.075
S 1.137 0.351 -1.040
C 0.322 0.387 0.605
C 0.057 1.865 0.862
N -0.811 -0.444 0.566
C -1.827 -0.264 -0.443
Br -1.567 -0.806 2.323
H 1.694 -1.849 -0.110
H 1.057 0.099 1.422
H -0.155 2.330 -0.077
H -0.747 2.096 1.698
H 0.902 2.273 1.410
H -2.659 -0.956 -0.087
H -2.389 0.801 -0.245
H -1.686 -0.337 -1.489
*
```

C4H9BrS3 | wB97M-V/def2-TZVPD

Calculated values
energy above the lowest of the compared OMol25 structures with the same formula, charge and spin = 0.00 kJ/mol
maximum force = 0.059 hartree/bohr
lowest unoccupied orbital energy (spin up / spin down) = -0.20 / 0.24 eV
orbital gap (spin up / spin down) = 7.586 / 7.434 eV
E_HOMO (spin up / spin down) = -7.79 / -7.20 eV
electronic energy = -106838.4020 eV

The geometry in ORCA input format:
```
! RIJCOSX wB97M-V def2-TZVPD def2/J DEFGRID3
* xyz 0 1
C 2.134 0.622 0.250
C 0.889 1.224 -0.384
C -0.222 1.103 0.546
C -1.167 -1.534 -0.229
S 0.132 -2.400 0.554
S -2.739 -1.606 0.650
S -0.878 -1.383 -1.947
Br -1.828 1.945 0.113
H 2.137 1.011 1.381
H 2.152 -0.491 0.265
H 2.978 1.028 -0.255
H 1.137 2.209 -0.761
H 0.603 0.498 -1.121
H -0.072 0.856 1.543
H -0.198 -1.832 1.754
H -3.292 -0.835 -0.277
H -1.767 -0.416 -2.080
*
```

C4H9BrSi | wB97M-V/def2-TZVPD

Calculated values
energy above the lowest of the compared OMol25 structures with the same formula, charge and spin = 339.28 kJ/mol
maximum force = 0.068 hartree/bohr
lowest unoccupied orbital energy (spin up / spin down) = -0.67 / 0.22 eV
orbital gap (spin up / spin down) = 7.721 / 7.820 eV
E_HOMO (spin up / spin down) = -8.39 / -7.60 eV
electronic energy = -82210.1205 eV

The geometry in ORCA input format:
```
! RIJCOSX wB97M-V def2-TZVPD def2/J DEFGRID3
* xyz 0 1
C 0.564 -0.239 -3.193
C 1.278 0.414 -2.377
C -1.403 1.228 0.984
C 0.933 -0.918 2.163
Si -0.297 -0.285 0.870
Br -2.106 -1.915 0.472
H 0.782 -0.185 -4.272
H -0.263 -0.942 -2.954
H 2.034 1.203 -2.195
H -0.844 1.996 1.517
H -1.813 1.504 -0.095
H -2.431 1.136 1.525
H 1.037 -1.983 2.492
H 1.888 -0.540 1.850
H 0.642 -0.474 3.212
*
```

C4H9CaO3 | wB97M-V/def2-TZVPD

Calculated values
energy above the lowest of the compared OMol25 structures with the same formula, charge and spin = 193.95 kJ/mol
maximum force = 0.119 hartree/bohr
lowest unoccupied orbital energy (spin up / spin down) = -1.43 / -1.44 eV
orbital gap (spin up / spin down) = 4.222 / 4.447 eV
E_HOMO (spin up / spin down) = -5.65 / -5.89 eV
electronic energy = -28868.9770 eV

The geometry in ORCA input format:
```
! RIJCOSX wB97M-V def2-TZVPD def2/J DEFGRID3
* xyz 0 2
H -0.129 -1.787 -0.481
C 0.737 1.476 1.685
O 0.067 1.111 0.481
C 0.835 0.957 -0.668
C 1.309 -0.327 -0.920
H 0.035 1.289 2.504
H 1.607 0.832 1.870
H 1.076 2.518 1.606
H 1.562 1.775 -0.738
H -0.924 -0.326 -1.807
H 0.743 -0.696 -1.780
H 2.389 -0.441 -1.020
O -1.857 -0.790 -1.205
C -1.496 -1.834 -0.318
O -1.905 -1.522 0.897
Ca -2.145 0.553 0.596
H -1.904 -2.788 -0.703
*
```

C4H9Cl | wB97M-V/def2-TZVPD

Calculated values
energy above the lowest of the compared OMol25 structures with the same formula, charge and spin = 466.95 kJ/mol
maximum force = 0.116 hartree/bohr
lowest unoccupied orbital energy = 0.82 eV
orbital gap = 10.914 eV
E_HOMO = -10.10 eV
electronic energy = -16811.9080 eV

The geometry in ORCA input format:
```
! RIJCOSX wB97M-V def2-TZVPD def2/J DEFGRID3
* xyz 0 1
C -0.109 -0.556 1.279
C -0.449 -0.060 -0.215
C 0.605 -0.964 -0.935
C -0.062 1.510 -0.224
H -0.260 -1.652 0.999
H 1.013 -0.599 1.218
H -0.363 0.163 2.310
H 0.494 -0.783 -2.075
H 1.559 -0.373 -0.787
H 0.506 -1.990 -0.736
H 0.806 1.900 0.580
H -0.187 1.972 -1.408
H -1.399 1.714 0.228
Cl -2.154 -0.282 -0.234
*
```

C4H9Cl | wB97M-V/def2-TZVPD

Calculated values
energy above the lowest of the compared OMol25 structures with the same formula, charge and spin = 0.00 kJ/mol
maximum force = 0.028 hartree/bohr
structure (SMILES) = CC(C)(C)Cl
lowest unoccupied orbital energy = 0.92 eV
orbital gap = 11.504 eV
E_HOMO = -10.58 eV
electronic energy = -16816.7476 eV

The geometry in ORCA input format:
```
! RIJCOSX wB97M-V def2-TZVPD def2/J DEFGRID3
* xyz 0 1
C -1.238 0.674 -0.037
C 0.138 0.157 -0.334
C 0.120 -1.351 -0.533
C 1.048 0.482 0.829
Cl 0.765 0.954 -1.839
H -1.889 0.551 -0.905
H -1.651 0.089 0.809
H -1.249 1.716 0.276
H 1.099 -1.656 -0.957
H -0.132 -1.769 0.449
H -0.690 -1.596 -1.254
H 0.609 -0.073 1.705
H 2.107 0.278 0.711
H 0.963 1.545 1.079
*
```

C4H9Cl2N2P | wB97M-V/def2-TZVPD

Calculated values
energy above the lowest of the compared OMol25 structures with the same formula, charge and spin = 63.26 kJ/mol
maximum force = 0.087 hartree/bohr
lowest unoccupied orbital energy = -0.39 eV
orbital gap = 8.223 eV
E_HOMO = -8.61 eV
electronic energy = -41602.9849 eV

The geometry in ORCA input format:
```
! RIJCOSX wB97M-V def2-TZVPD def2/J DEFGRID3
* xyz 0 1
C -0.577 -0.634 1.038
C 1.457 -0.773 -0.254
C -1.978 -0.055 0.862
C 2.173 0.617 -0.338
N -0.431 1.023 -1.022
N 0.045 -0.637 -0.236
P -0.456 0.812 -2.586
Cl -2.955 -0.273 2.192
Cl 2.451 1.211 -2.004
H -0.771 -1.730 1.356
H 0.151 -0.159 1.744
H 1.714 -1.076 0.874
H 1.715 -1.602 -0.934
H -2.414 -0.591 0.044
H -1.799 1.079 0.706
H 3.131 0.469 0.296
H 1.505 1.264 0.118
H -0.688 2.210 -2.823
*
```

C4H9Cl3OSi | wB97M-V/def2-TZVPD

Calculated values
maximum force = 0.123 hartree/bohr
lowest unoccupied orbital energy = 0.45 eV
orbital gap = 9.386 eV
E_HOMO = -8.93 eV
electronic energy = -51788.4712 eV

The geometry in ORCA input format:
```
! RIJCOSX wB97M-V def2-TZVPD def2/J DEFGRID3
* xyz 0 1
C 1.917 0.290 0.912
C 0.725 0.310 -1.428
C 0.667 0.488 0.108
C -0.417 -0.395 0.739
O -0.094 -1.734 0.610
Si -2.592 0.025 -0.103
Cl -2.826 2.023 -0.218
Cl -4.013 -0.825 1.259
Cl -2.767 -0.899 -1.821
H 1.788 0.354 1.901
H 2.739 1.134 0.600
H 2.287 -0.641 0.827
H 1.687 0.857 -1.907
H -0.249 0.713 -1.960
H 0.824 -0.816 -1.654
H 0.221 1.419 0.379
H -0.425 -0.290 1.862
H 0.529 -2.014 -0.106
*
```

C4H9ClN | wB97M-V/def2-TZVPD

Calculated values
energy above the lowest of the compared OMol25 structures with the same formula, charge and spin = 397.57 kJ/mol
maximum force = 0.075 hartree/bohr
lowest unoccupied orbital energy (spin up / spin down) = -6.28 / -6.15 eV
orbital gap (spin up / spin down) = 7.526 / 7.772 eV
E_HOMO (spin up / spin down) = -13.81 / -13.92 eV
electronic energy = -18294.6167 eV

The geometry in ORCA input format:
```
! RIJCOSX wB97M-V def2-TZVPD def2/J DEFGRID3
* xyz 1 1
C -0.048 1.353 0.506
C 1.347 1.610 0.704
C -1.618 -0.665 -0.847
C 0.485 -1.503 -0.014
N -0.672 -0.739 0.193
Cl -1.299 2.317 0.746
H 1.799 0.794 1.277
H 1.847 1.561 -0.272
H 1.564 2.574 1.169
H -1.190 -0.641 -1.855
H -2.288 0.180 -0.690
H -2.244 -1.562 -0.765
H 0.151 -2.549 0.009
H 1.179 -1.382 0.817
H 0.988 -1.349 -0.977
*
```